Record 1
Below is a 21-piece molecular cluster, H42O21 overall, with properties calculated with ωB97M-V with the def2-TZVPD basis set.

The geometry in XYZ format:
```
63
H42O21 | the Open Molecules 2025 dataset | ωB97M-V with the def2-TZVPD basis set
O 4.33599 2.25429 -1.42313
H 3.35403 2.49121 -1.26636
H 4.27132 1.30396 -1.66890
O -0.72256 1.90956 -0.62827
H -0.23992 1.78671 -1.47506
H -1.56300 1.61590 -0.80766
O 0.20538 3.22263 -2.55714
H 0.10157 3.37235 -1.48038
H 1.25336 3.31878 -2.61365
O -1.60826 -2.83730 0.38876
H -1.79838 -3.71260 0.57942
H -2.42874 -2.39669 0.72529
O 0.52446 -2.96370 -2.09136
H 0.90543 -2.23834 -1.68399
H 1.17450 -3.27328 -2.79921
O -3.73578 -1.75334 -0.73429
H -3.85815 -1.42822 -1.71345
H -3.52729 -2.68288 -0.88872
O -3.02171 3.44833 -0.71023
H -3.18896 3.96573 -1.47123
H -2.43101 3.73736 -0.11682
O 2.89402 -2.21625 0.13613
H 3.08820 -2.39863 1.06778
H 3.36451 -1.49244 -0.12292
O 1.34275 -3.37196 3.50518
H 0.65441 -3.99804 3.73547
H 0.87188 -2.52158 3.32747
O 1.31949 -4.01180 1.01062
H 2.13013 -4.45597 1.37739
H 1.84411 -3.23238 0.56800
O -1.64206 3.23887 3.00057
H -2.48716 3.42222 2.67068
H -1.03362 2.84231 2.28785
O 1.22960 3.35432 -0.16250
H 1.24454 2.33818 -0.29552
H 1.01334 3.36385 0.75456
O 0.68889 -0.70700 -0.43623
H 1.17863 -1.64323 -0.28203
H -0.26663 -0.95278 -0.50197
O -4.22674 0.15251 -2.49945
H -3.95459 0.69971 -1.85399
H -3.53607 0.29023 -3.11375
O 0.61266 1.82762 1.56237
H 0.73209 1.37538 2.36167
H 0.23198 1.59143 0.77784
O -0.37290 -1.92377 -4.46114
H -1.24610 -1.81854 -3.99230
H 0.27242 -2.21184 -3.80426
O -1.03918 -2.26571 2.96842
H -0.88441 -2.09228 1.94884
H -1.88032 -1.79885 2.89700
O 0.93864 0.63914 3.85559
H 0.89159 -0.16417 4.34873
H 0.37773 1.34606 4.25147
O 2.61729 0.21216 -2.92718
H 2.31165 -0.07934 -2.01698
H 3.37114 -0.27413 -3.00107
O 2.79682 0.52274 0.45428
H 1.92936 0.02730 0.56886
H 2.79206 1.40601 0.77150
O -3.11570 1.44489 1.61299
H -2.22238 1.15968 2.14595
H -2.98202 2.00201 0.89231
```

**Energy relative to the best compared isomer or geometry (same formula, charge and spin)**: 11.425 eV
**HOMO energy**: -10.169 eV
**HOMO-LUMO gap**: 9.78 eV

***

Record 2
Below is C18H23F6N2O5P2S2Y as an isolated structure, with properties calculated with ωB97M-V with the def2-TZVPD basis set.

The geometry in XYZ format:
```
59
C18H23F6N2O5P2S2Y | the Open Molecules 2025 dataset | ωB97M-V with the def2-TZVPD basis set
Y 0.12730 -0.43714 0.19003
F 1.87459 -2.60607 4.47397
C 2.60389 -2.68393 3.38141
F 3.25345 -3.81869 3.33448
F 3.46346 -1.66734 3.35886
S 1.52854 -2.37366 1.87126
O 0.65143 -1.26668 2.26029
O 2.39485 -1.94539 0.80703
N 0.67724 -3.65698 1.56556
S -0.13442 -3.62588 0.22465
O 0.20990 -2.43280 -0.55706
O -0.29936 -4.84545 -0.44164
C -1.89265 -2.97788 0.65893
F -2.80922 -3.72100 1.20557
F -2.35651 -2.46849 -0.49871
F -1.73435 -1.84592 1.44327
C -0.94288 3.28026 1.70114
P -0.54498 1.50411 1.95456
C -1.82529 1.00864 3.15853
C 1.01070 1.58101 2.91736
C 0.99060 1.75415 4.29784
C 2.16476 1.76691 5.03320
C 3.37890 1.61213 4.39080
C 3.41859 1.43379 3.01944
C 2.24759 1.40996 2.26822
P 2.34338 1.04830 0.47666
C 2.34602 2.71401 -0.30867
C 4.05543 0.50701 0.16445
H -1.17499 3.73223 2.66590
H -1.81103 3.36741 1.04939
H -0.10525 3.81418 1.25650
H -1.87616 1.71590 3.98697
H -1.59420 0.00822 3.52508
H -2.79862 1.00447 2.66403
H 0.05479 1.87970 4.81822
H 2.12838 1.89472 6.10391
H 4.29741 1.61548 4.95340
H 4.37560 1.30589 2.54196
H 3.00332 3.38297 0.24673
H 1.34371 3.13846 -0.33205
H 2.71191 2.62861 -1.33266
H 4.75717 1.31521 0.37018
H 4.14076 0.23936 -0.88850
H 4.28708 -0.37630 0.75529
O -2.17134 0.28157 -0.52308
C -2.41582 0.41713 -1.93129
C -1.14777 0.24360 -2.72936
C -1.22049 0.27727 -4.11831
C -0.07133 0.07038 -4.85746
C 1.11940 -0.17654 -4.18252
C 1.11091 -0.18226 -2.80180
N 0.00046 0.03465 -2.07164
H -3.03861 0.13495 -0.11420
H -2.84260 1.40976 -2.13867
H -3.12617 -0.34864 -2.26805
H -2.17000 0.46091 -4.59627
H -0.09755 0.08446 -5.93494
H 2.03327 -0.35765 -4.72662
H 2.01704 -0.38784 -2.23669
```

**Energy relative to the best compared isomer or geometry (same formula, charge and spin)**: 0.664 eV
**HOMO energy**: -14.950 eV
**HOMO-LUMO gap**: 8.94 eV
**Net charge**: +2

***

Record 3
Below is C40H53BrGe2MgN3O2 as an isolated structure, with properties calculated with ωB97M-V with the def2-TZVPD basis set.

The geometry in XYZ format:
```
102
C40H53BrGe2MgN3O2 | the Open Molecules 2025 dataset | ωB97M-V with the def2-TZVPD basis set
Mg 0.26821 -0.11158 -1.21970
C 6.05756 -3.87829 -3.23852
C 5.47159 -3.72816 -1.83303
C 6.45074 -2.92830 -0.95866
C 5.27834 -5.12448 -1.22982
C 4.16021 -2.95736 -1.85053
C 3.85091 -2.03094 -2.84304
C 2.67579 -1.31084 -2.76329
N 1.80314 -1.46012 -1.77059
C 2.06438 -2.36341 -0.81703
C 3.22560 -3.11601 -0.82739
C 1.00513 -2.50946 0.22784
C 1.11514 -3.41893 1.26910
C 0.08935 -3.56297 2.19908
C -1.03609 -2.76327 2.01076
C -1.07169 -1.86975 0.96657
N -0.07584 -1.72260 0.09003
C 0.15491 -4.52309 3.37646
C 0.10849 -3.69431 4.66857
C 1.42979 -5.36496 3.37494
C -1.06102 -5.45942 3.31723
H 6.97983 -4.45425 -3.18155
H 6.30971 -2.91902 -3.68747
H 5.37293 -4.40454 -3.90381
H 7.39428 -3.46695 -0.87616
H 6.05245 -2.78200 0.04599
H 6.65401 -1.94919 -1.39286
H 6.18165 -5.71214 -1.38331
H 4.45048 -5.65456 -1.70110
H 5.10181 -5.08761 -0.15503
H 4.50611 -1.86473 -3.68307
H 2.40935 -0.58784 -3.52524
H 3.40946 -3.83294 -0.04520
H 2.00315 -4.02025 1.35403
H -1.88447 -2.82541 2.67597
H -1.93411 -1.23473 0.81183
H 0.95892 -3.01482 4.73012
H 0.14248 -4.35909 5.53083
H -0.80488 -3.10476 4.73676
H 2.32417 -4.74813 3.46819
H 1.51386 -5.97436 2.47469
H 1.41167 -6.04262 4.22709
H -1.99518 -4.92101 3.46971
H -0.98170 -6.20986 4.10230
H -1.11687 -5.97644 2.35926
C -3.45307 5.41037 -3.33312
C -2.57130 4.16472 -3.26465
Ge -1.89253 3.86483 -1.44895
C -0.22154 4.86757 -1.13594
C -0.47403 6.24250 -0.51762
C -3.30131 4.19780 -0.11476
C -3.60761 3.01961 0.46456
Ge -2.25422 1.76489 -0.26516
C -0.87563 1.57576 1.18153
C -1.39459 1.32116 2.59461
C -2.95080 0.17483 -1.24152
C -4.33585 -0.29940 -0.80847
C -4.67061 2.78345 1.46359
C -4.75341 1.56170 2.12504
C -5.73729 1.31471 3.06889
C -6.66812 2.29660 3.36805
C -6.60478 3.52100 2.71526
C -5.61977 3.76072 1.77429
H -3.79378 5.59494 -4.35261
H -2.91828 6.30308 -3.00355
H -4.33693 5.30712 -2.70273
H -1.71257 4.24732 -3.93035
H -3.12537 3.28222 -3.58708
H 0.27994 4.96514 -2.10160
H 0.43838 4.27987 -0.49033
H -1.11834 6.85154 -1.15275
H 0.45544 6.79542 -0.36979
H -0.96554 6.15351 0.45203
H -3.81273 5.12275 0.13318
H -0.41103 2.56603 1.14887
H -0.05739 0.87824 0.96745
H -2.13314 2.07202 2.87239
H -0.58013 1.37063 3.32028
H -1.86993 0.34660 2.70357
H -2.25915 -0.67799 -1.25651
H -2.97304 0.53414 -2.27136
H -4.31767 -0.81164 0.15443
H -4.74682 -0.99437 -1.54149
H -5.02903 0.53685 -0.71494
H -4.02729 0.78995 1.89525
H -5.77949 0.35603 3.56844
H -7.44110 2.11013 4.09995
H -7.33132 4.29052 2.93842
H -5.59371 4.71549 1.26844
Br 2.82606 0.70000 1.26749
C 2.71454 1.71795 -0.32331
C 3.69667 2.64431 -0.61987
C 3.57949 3.33916 -1.81453
C 2.50666 3.08099 -2.65344
C 1.57825 2.13314 -2.26779
N 1.68058 1.46626 -1.10569
C 0.39203 1.77318 -3.17465
O 0.17967 2.48658 -4.12788
O -0.23682 0.70291 -2.83569
H 4.51829 2.80798 0.05997
H 4.32695 4.07280 -2.08517
H 2.36038 3.59189 -3.59361
```

**Energy relative to the best compared isomer or geometry (same formula, charge and spin)**: 0.219 eV
**HOMO energy**: -10.215 eV
**HOMO-LUMO gap**: 6.91 eV
**Net charge**: +1

***

Record 4
Below is an isolated ion of composition C9H8N3O and charge +1, with properties calculated with ωB97M-V with the def2-TZVPD basis set.

The geometry in XYZ format:
```
21
C9H8N3O | the Open Molecules 2025 dataset | ωB97M-V with the def2-TZVPD basis set
N -3.02890 -0.50622 0.89244
C -2.52185 -1.47147 0.31941
C -1.89491 -2.19830 -0.55481
O -0.52491 -2.15210 -0.79780
C 0.40372 -1.34900 -0.32752
C 1.66871 -2.01209 -0.25042
C 2.75610 -1.39383 0.32675
C 2.64570 -0.01296 0.71753
C 1.50677 0.76311 0.45782
C 0.36193 -0.00461 0.05182
N -0.83308 0.66571 -0.18153
C -1.34816 1.69974 -0.25059
N -2.18398 2.68555 -0.31748
H -3.09027 -0.54815 1.88317
H -2.31141 -2.97266 -1.08967
H 1.69507 -3.00698 -0.59753
H 3.71854 -1.80688 0.40026
H 3.47449 0.44384 1.20196
H 1.50628 1.76484 0.83819
H -1.89972 3.34926 -0.96287
H -2.33826 3.07863 0.64383
```

**Energy relative to the best compared isomer or geometry (same formula, charge and spin)**: 2.495 eV
**HOMO energy**: -11.868 eV
**Structure (SMILES)**: N=C=COc1ccccc1N=C=[NH2+]
**HOMO-LUMO gap**: 7.91 eV
**Net charge**: +1

***

Among the records above, which one has the highest HOMO energy? H42O21